ORCA calculation (ωB97M-V with the def2-TZVPD basis set) on a structure of composition C39H33F6IN3O4P2PtS2.

Summary:
Total energy in eV: -121534.3869
Multiplicity: 1
Net charge: +1
Energy relative to the best compared isomer or geometry (same formula, charge and spin) in eV: 0.8744

```
91
C39H33F6IN3O4P2PtS2 | OMol25 | ωB97M-V with the def2-TZVPD basis set
Pt 0.040 -1.158 0.216
F 0.356 -3.706 4.570
C -0.497 -4.272 3.722
F -1.733 -3.926 4.040
F -0.367 -5.582 3.758
S -0.066 -3.666 2.033
O -0.288 -2.204 2.079
O 1.283 -4.046 1.771
N -1.145 -4.347 1.147
S -1.653 -3.589 -0.129
O -0.594 -3.325 -1.101
O -2.502 -2.466 0.147
C -2.812 -4.863 -0.798
F -2.152 -5.918 -1.250
F -3.485 -4.302 -1.798
F -3.653 -5.230 0.151
C 0.152 2.187 0.570
N -0.808 2.517 -0.452
C -0.865 1.721 -1.663
P -0.120 0.037 -1.665
C 1.538 0.282 -2.372
C 2.208 1.497 -2.245
C 3.522 1.625 -2.678
C 4.167 0.547 -3.260
C 3.497 -0.659 -3.419
C 2.196 -0.794 -2.971
C -1.121 -0.695 -2.989
C -0.658 -0.702 -4.304
C -1.477 -1.167 -5.323
C -2.757 -1.614 -5.038
C -3.228 -1.582 -3.734
C -2.416 -1.127 -2.710
C -1.094 3.899 -0.660
C -0.119 4.880 -0.515
C -0.440 6.212 -0.736
C -1.723 6.568 -1.119
C -2.693 5.587 -1.274
C -2.384 4.257 -1.039
P -0.310 0.647 1.451
C 0.859 0.651 2.839
C 0.716 1.673 3.780
C 1.607 1.780 4.834
C 2.643 0.864 4.960
C 2.781 -0.160 4.038
C 1.887 -0.273 2.984
C -1.949 0.892 2.173
C -2.642 2.095 2.046
C -3.860 2.267 2.687
C -4.399 1.242 3.448
C -3.713 0.043 3.577
C -2.494 -0.133 2.947
H 0.204 2.998 1.298
H 1.184 2.014 0.223
H -0.402 2.224 -2.524
H -1.907 1.539 -1.941
H 1.716 2.364 -1.823
H 4.035 2.570 -2.563
H 5.188 0.647 -3.599
H 3.992 -1.499 -3.887
H 1.691 -1.746 -3.076
H 0.328 -0.337 -4.548
H -1.111 -1.175 -6.341
H -3.392 -1.978 -5.834
H -4.232 -1.918 -3.510
H -2.792 -1.105 -1.698
H 0.891 4.612 -0.230
H 0.322 6.972 -0.620
H -1.969 7.606 -1.295
H -3.698 5.859 -1.567
H -3.143 3.491 -1.138
H -0.099 2.384 3.700
H 1.488 2.570 5.562
H 3.336 0.947 5.786
H 3.579 -0.883 4.140
H 1.988 -1.100 2.297
H -2.253 2.911 1.458
H -4.384 3.208 2.586
H -5.351 1.378 3.944
H -4.128 -0.761 4.169
H -1.973 -1.072 3.057
I 6.077 0.063 0.566
C 4.679 -1.384 0.065
C 5.050 -2.683 -0.254
C 4.055 -3.586 -0.597
C 2.738 -3.162 -0.603
N 2.384 -1.917 -0.289
C 3.336 -1.051 0.041
H 6.089 -2.982 -0.236
H 4.294 -4.609 -0.846
H 1.933 -3.834 -0.872
H 3.018 -0.042 0.274
```